Entry 1:
70
Properties=species:S:1:pos:R:3 method="wB97M-V/def2-TZVPD" charge=0 orbital_gap_ha=0.1824 lumo_ha=-0.089 homo_energy_ha=-0.27129
C 5.42553 2.79200 2.11567
N 4.37090 2.07863 2.80305
C 4.84323 1.25566 3.89484
C 3.15481 1.81804 2.18875
C 1.95136 1.89059 2.93464
C 0.74750 1.58638 2.32651
C 0.71177 1.15500 0.98024
P -0.92654 0.67649 0.31042
C -0.40524 0.19135 -1.37471
C -0.00188 -1.10816 -1.72033
C 0.52541 -1.36954 -2.97522
C 0.62034 -0.33804 -3.92617
N 1.19872 -0.59543 -5.15993
C 0.44415 -0.47081 -6.38592
C 2.35422 -1.46010 -5.27257
C 0.14519 0.96059 -3.61177
C -0.33333 1.22194 -2.34088
C -1.07403 -0.99215 1.04917
C -2.29450 -1.67772 0.84582
C -2.44581 -2.98476 1.27444
C -1.35204 -3.65627 1.87765
N -1.45306 -4.99440 2.22882
C -0.33337 -5.89497 2.05113
C -2.40874 -5.44478 3.21503
C -0.14694 -2.96761 2.10432
C -0.01911 -1.64542 1.70808
C 1.91163 1.07988 0.25243
C 3.11775 1.43986 0.83487
H 4.99862 3.42677 1.33144
H 5.95380 3.42230 2.84473
H 6.16297 2.10435 1.66981
H 4.03487 0.60997 4.25430
H 5.69271 0.62850 3.56763
H 5.20370 1.88862 4.71740
H 1.99016 2.23365 3.97006
H -0.17914 1.66529 2.89533
H -0.06651 -1.93383 -1.01581
H 0.83761 -2.38181 -3.24100
H -0.46310 0.11733 -6.21313
H 1.06432 0.01456 -7.15162
H 0.16188 -1.46551 -6.77852
H 2.92830 -1.43243 -4.33925
H 2.07130 -2.50264 -5.49430
H 2.98178 -1.09551 -6.09735
H 0.23150 1.75378 -4.35698
H -0.63672 2.23351 -2.07002
H -3.11256 -1.17653 0.32729
H -3.37280 -3.53394 1.09732
H 0.29706 -5.54152 1.22723
H 0.27809 -5.98112 2.96483
H -0.72337 -6.89311 1.80888
H -3.18109 -4.68399 3.36766
H -2.86997 -6.38368 2.87971
H -1.91125 -5.65481 4.18036
H 0.67379 -3.47072 2.62033
H 0.92768 -1.14767 1.90428
H 1.93325 0.72061 -0.77368
H 4.04903 1.36707 0.26871
O -3.48607 6.50598 -1.37109
C -3.96783 5.50770 -0.84747
C -5.22652 4.83584 -1.44644
O -5.80874 5.34175 -2.39917
C -5.65486 3.58655 -0.81639
Cl -6.99931 2.84299 -1.53468
C -5.02239 3.04582 0.29095
Cl -5.54786 1.55596 0.95555
C -3.90465 3.71531 0.89633
Cl -3.20245 3.04935 2.31576
C -3.40579 4.88440 0.35051
Cl -2.05740 5.67458 1.01210

Entry 2:
70
Properties=species:S:1:pos:R:3 method="wB97M-V/def2-TZVPD" charge=-1 orbital_gap_ha="0.2127 / 0.2369" lumo_ha="0.068 / 0.050" homo_energy_ha="-0.14500 / -0.18691" multiplicity=2
Hg 1.19378 1.07775 -0.91297
Cl 3.83480 2.28579 -0.05838
C 1.72216 4.32769 -1.04321
C 0.44530 3.74905 -1.02707
C -0.56698 4.58821 -0.62661
Cl -2.20992 3.96579 -0.53863
C -0.37049 5.92172 -0.24626
Cl -1.70005 6.96227 0.15050
C 0.92789 6.42729 -0.18534
Cl 1.22115 8.03780 0.36831
C 1.98708 5.61407 -0.57909
Cl 3.63645 6.09005 -0.29489
O 2.69526 3.44525 -1.00250
C 2.87698 2.24435 1.23994
C 5.07252 1.22632 0.38363
C 5.38530 0.06096 -0.50826
C 4.64350 -1.18662 -0.06380
C 5.26097 -2.19971 0.66272
C 4.48474 -3.20913 1.21106
C 3.11274 -3.18086 1.02165
C 2.58139 -2.14233 0.26914
N 3.32465 -1.18014 -0.26522
H 3.96602 1.62295 -1.30863
H 3.09435 1.46505 1.94620
H 2.03396 2.91443 1.31064
H 5.48122 1.28526 1.37901
H 4.61396 3.31009 0.01334
H 6.46339 -0.11933 -0.50014
H 5.08633 0.25916 -1.54517
H 6.33380 -2.17615 0.81107
H 4.94608 -4.00103 1.78885
H 2.45681 -3.93281 1.43949
H 1.51165 -2.06887 0.10130
C -3.24455 -2.20950 -2.22784
C -1.90758 -1.51257 -1.95390
C -1.77722 -0.34756 -2.94484
C -0.76272 -2.49775 -2.21182
Si -1.78362 -0.82634 -0.17035
O -0.49449 0.09476 0.03198
C -1.63251 -2.27891 1.05370
C -0.60385 -2.20406 1.99791
C -0.39481 -3.21157 2.93168
C -1.21982 -4.32716 2.94664
C -2.25735 -4.42014 2.02890
C -2.45762 -3.40667 1.10048
C -3.40938 0.05391 0.21108
C -4.35577 -0.43826 1.11256
C -5.53949 0.24431 1.36509
C -5.79855 1.44555 0.72096
C -4.86700 1.95921 -0.17097
C -3.68937 1.26843 -0.41853
H -3.31551 -2.47655 -3.28967
H -4.09330 -1.56605 -1.98510
H -3.34913 -3.13455 -1.65688
H -1.67855 -0.73458 -3.96664
H -0.90366 0.27419 -2.73700
H -2.65571 0.30072 -2.91990
H -0.87444 -2.95804 -3.20139
H -0.73396 -3.30014 -1.46942
H 0.20464 -1.98831 -2.19580
H 0.03917 -1.33092 1.98657
H 0.41242 -3.12374 3.64994
H -1.06024 -5.11664 3.67146
H -2.91330 -5.28288 2.03790
H -3.28372 -3.50071 0.40514
H -4.16426 -1.36725 1.63790
H -6.25630 -0.15850 2.07130
H -6.71526 1.98659 0.92327
H -5.05008 2.90650 -0.66433
H -2.95991 1.70091 -1.09076

Entry 3:
75
Properties=species:S:1:pos:R:3 method="wB97M-V/def2-TZVPD" charge=+1 orbital_gap_ha="0.2316 / 0.2012" lumo_ha="-0.100 / -0.200" homo_energy_ha="-0.33206 / -0.40134" multiplicity=5
Ir -0.18214 0.54453 0.39375
C -0.61740 4.61516 -1.06407
C -0.18038 3.33601 -0.42889
N -0.99065 2.28416 -0.42168
O -2.09585 2.39582 -1.23240
C 1.04821 3.13331 0.22513
C 2.01327 4.23044 0.54574
N 1.31642 1.84291 0.49991
O 2.33655 1.61014 1.40714
H -0.87725 4.44702 -2.10932
H 0.15432 5.37711 -1.00688
H -1.52177 4.97431 -0.56934
H -2.61545 1.60000 -1.06970
H 1.50872 5.08274 0.99898
H 2.51284 4.57775 -0.36178
H 2.77080 3.86428 1.23162
C 0.38939 -2.94059 2.70978
N 0.94426 -1.68434 2.16891
P 1.50928 -1.76615 0.55925
C 2.48996 -3.30737 0.53363
C 3.72737 -3.31004 1.17855
C 4.51868 -4.44415 1.12958
C 4.08761 -5.56346 0.42656
C 2.86125 -5.55595 -0.21985
C 2.05664 -4.42620 -0.16834
C 2.70344 -0.47152 0.11530
C 2.98204 -0.53320 -1.22886
C 3.93220 0.29491 -1.83716
C 4.66546 1.20591 -1.04877
C 4.42293 1.31638 0.27837
C 3.31094 0.59567 0.96497
P 0.14469 -0.17109 2.60040
C 1.31274 0.49600 3.81987
C 2.36913 -0.26338 4.31403
C 3.20506 0.26139 5.28995
C 2.99778 1.54854 5.76238
C 1.94531 2.30917 5.26914
C 1.10412 1.78546 4.30309
C -1.29146 -0.58836 3.62138
C -2.56355 -0.54733 3.05322
C -3.67973 -0.79042 3.83862
C -3.53303 -1.06847 5.18949
C -2.26658 -1.11832 5.75740
C -1.14755 -0.87119 4.98191
H 1.05340 -3.76851 2.47308
H -0.59582 -3.15714 2.29083
H 0.30181 -2.85932 3.79034
H 4.06205 -2.43325 1.72128
H 5.47632 -4.45270 1.63315
H 4.71518 -6.44375 0.38430
H 2.52935 -6.42720 -0.76830
H 1.09039 -4.40108 -0.65619
H 2.45661 -1.26503 -1.83582
H 4.12438 0.21211 -2.89720
H 5.43757 1.80604 -1.51255
H 4.98626 2.00286 0.89811
H 3.64055 0.21877 1.93702
H 2.53870 -1.26739 3.94441
H 4.01546 -0.33998 5.68065
H 3.65694 1.95942 6.51569
H 1.78387 3.31366 5.63708
H 0.28359 2.38038 3.91624
H -2.67430 -0.33278 1.99960
H -4.66593 -0.75561 3.39543
H -4.40665 -1.23481 5.80578
H -2.14713 -1.34361 6.80895
H -0.16353 -0.89231 5.43290
F -3.10239 -0.72291 -2.60178
C -2.60571 -1.91388 -2.25346
F -2.15752 -2.53563 -3.32853
F -3.55761 -2.63708 -1.68673
S -1.22783 -1.59660 -1.05912
O -1.89452 -0.83591 0.01622
O -0.74242 -2.89079 -0.63385
O -0.28930 -0.76699 -1.79306

Entry 4:
70
Properties=species:S:1:pos:R:3 method="wB97M-V/def2-TZVPD" charge=0 orbital_gap_ha="0.3096 / 0.3117" lumo_ha="0.011 / 0.011" homo_energy_ha="-0.29886 / -0.30085" multiplicity=2
Fe 0.56188 -0.62850 -0.10199
O -1.07302 1.09868 3.08130
C -0.36001 0.63193 2.21483
O -0.70739 -0.18946 1.27942
C 1.11681 0.98936 2.18248
C 1.70613 1.83271 3.10541
C 3.06793 2.06735 3.00299
C 3.79028 1.44252 1.99553
C 3.12128 0.61951 1.10633
N 1.80952 0.41153 1.19945
H 1.08428 2.27418 3.87110
H 3.56554 2.72455 3.70449
H 4.85560 1.59363 1.89013
H 3.62173 0.11365 0.28984
N 0.95135 -2.37218 0.81370
C 1.64183 -3.23062 -0.16991
C 2.35864 -2.36826 -1.21877
O 3.17219 -2.87001 -1.96200
O 2.04705 -1.10212 -1.17341
H 1.50653 -2.23604 1.65126
H 0.06844 -2.77379 1.10385
H 0.90803 -3.84888 -0.68466
H 2.37261 -3.89164 0.29504
C -2.59831 1.92572 -3.28345
C -1.83083 2.00241 -4.57337
C -2.48408 2.02223 -5.80057
C -1.77815 2.06299 -6.99571
C -0.39278 2.08510 -6.98515
C 0.27899 2.06517 -5.77079
C -0.43229 2.02852 -4.58112
N 0.29936 1.99268 -3.34554
C 0.19135 0.90664 -2.50755
N -0.03257 -0.27071 -3.13412
C -0.76705 -1.34492 -2.57614
C -0.73763 -1.56866 -1.20407
C -1.63630 -2.51842 -0.71246
C -2.43745 -3.27628 -1.55030
C -2.36422 -3.08757 -2.92475
C -1.54611 -2.10588 -3.46074
C -1.51271 -1.85389 -4.94576
N 0.29403 0.99599 -1.21382
C 0.39570 2.29227 -0.62867
C -0.69688 2.77730 0.08422
C -0.62108 3.99149 0.74681
C 0.55452 4.72651 0.69583
C 1.63999 4.24153 -0.01807
C 1.58788 3.02321 -0.69208
C 2.78552 2.52401 -1.45684
H -3.65848 2.10028 -3.45863
H -2.24346 2.66341 -2.56140
H -2.49468 0.94181 -2.81633
H -3.56721 2.00375 -5.81669
H -2.31437 2.07567 -7.93567
H 0.16356 2.11440 -7.91234
H 1.36074 2.07235 -5.72856
H 0.41230 2.87577 -2.86720
H -0.01097 -0.22035 -4.13934
H -1.74473 -2.65208 0.36034
H -3.11888 -4.01038 -1.13897
H -2.97212 -3.68844 -3.59079
H -2.17456 -2.54596 -5.46334
H -0.50902 -1.99361 -5.35870
H -1.83645 -0.83821 -5.19550
H -1.59051 2.16819 0.13919
H -1.47048 4.34764 1.31446
H 0.62897 5.67351 1.21473
H 2.56050 4.81390 -0.04960
H 3.70511 2.81222 -0.94645
H 2.82039 2.95789 -2.45946
H 2.77221 1.43931 -1.56996

Entry 5:
65
Properties=species:S:1:pos:R:3 method="wB97M-V/def2-TZVPD" charge=+1 orbital_gap_ha=0.1839 lumo_ha=-0.169 homo_energy_ha=-0.35289
H -1.75364 -0.05391 2.51893
C -0.75743 -2.32919 -1.82138
H -1.79570 -2.45180 -2.14583
C 0.05664 -1.28785 -2.28491
C 1.41697 -1.26994 -1.96573
N 1.97927 -2.38097 -1.38832
C 3.36988 -2.65542 -1.47199
C 3.76983 -3.99980 -1.51785
C 5.09423 -4.32998 -1.73094
C 6.06658 -3.30109 -1.79779
O 7.36140 -3.71110 -1.81906
C 8.40388 -2.75390 -1.55813
C 5.66453 -1.93895 -1.74478
C 4.31641 -1.62860 -1.58818
C 1.15695 -3.28876 -0.75199
C -0.21710 -3.14670 -0.80854
C -0.96042 -3.79301 0.32052
N -2.29825 -3.51316 0.41491
O -0.37318 -4.50829 1.12083
H -0.30752 -0.49286 -2.93053
H 2.10259 -0.49953 -2.31425
H 3.03115 -4.79438 -1.42828
H 5.40566 -5.37021 -1.82033
H 9.31768 -3.33938 -1.64464
H 8.39509 -1.94875 -2.30247
H 8.31858 -2.33541 -0.54680
H 6.41268 -1.14564 -1.81784
H 4.00710 -0.58384 -1.55483
H 1.66331 -4.01598 -0.12069
H -2.76207 -2.84488 -0.17896
H -2.72748 -3.74555 1.30089
C -6.60658 0.08958 0.13679
N -5.33946 0.69755 0.51602
C -4.18549 0.02967 0.89568
C -3.25136 0.97747 1.33797
C -1.97978 0.91238 2.11607
C -0.74219 1.53037 1.47803
C -0.74374 2.27594 0.29068
C 0.23699 3.25188 0.09016
C 1.26311 3.41400 1.02709
C 2.19155 4.58367 0.95762
C 1.41095 2.46034 2.04225
C 0.44850 1.47572 2.22024
C -3.83860 2.26380 1.16854
C -3.37231 3.52255 1.52704
C -4.24037 4.60006 1.37786
C -5.56364 4.41566 0.94009
C -6.04644 3.13775 0.59986
C -5.15310 2.07542 0.67178
H -7.29387 0.90089 -0.12316
H -6.48359 -0.56160 -0.74142
H -7.04197 -0.49488 0.96644
H -4.09693 -1.05877 0.85024
H -2.15682 1.56474 2.99907
H -1.54141 2.12649 -0.43866
H 0.17559 3.91355 -0.77718
H 2.90910 4.50787 1.78302
H 2.74719 4.61079 0.01053
H 1.62794 5.52401 1.05652
H 2.26978 2.53991 2.71112
H 0.57632 0.70158 2.97808
H -2.36102 3.62974 1.91992
H -3.87948 5.59139 1.63448
H -6.22372 5.28132 0.86984
H -7.07278 2.96796 0.28634

Entry 6:
73
Properties=species:S:1:pos:R:3 method="wB97M-V/def2-TZVPD" charge=+2 orbital_gap_ha="0.1529 / 0.1591" lumo_ha="-0.322 / -0.318" homo_energy_ha="-0.47516 / -0.47723"
Os 0.05063 -0.68023 -0.08099
O -0.99318 -5.73723 5.42374
C -2.10686 -5.20735 4.89171
O -3.18883 -5.54932 5.25973
C -1.94423 -4.16732 3.80863
C -3.05816 -3.93285 3.00499
C -3.01391 -2.98820 1.99963
C -1.84751 -2.25169 1.80465
C -0.73485 -2.47249 2.60142
C -0.78622 -3.42977 3.60320
N -1.75006 -1.26700 0.77557
C -2.79522 -0.69075 0.28468
C -2.54555 0.24542 -0.79454
C -3.52630 0.89213 -1.52667
C -3.14674 1.74292 -2.55187
C -1.79422 1.93479 -2.79996
C -0.85709 1.26848 -2.03524
N -1.22272 0.43245 -1.05092
H -0.19517 -5.42020 4.98702
H -3.95285 -4.51386 3.18164
H -3.87727 -2.86130 1.36131
H 0.16201 -1.87562 2.47726
H 0.08380 -3.55710 4.23585
H -3.79839 -0.85964 0.65546
H -4.56795 0.72257 -1.29205
H -3.89311 2.24830 -3.14881
H -1.45580 2.59796 -3.58286
H 0.20520 1.39813 -2.18527
C 2.98869 -0.61557 -2.59799
C 3.01103 0.18742 -1.33790
C 4.08828 1.00520 -1.01790
C 4.06962 1.75312 0.14851
C 2.97049 1.71862 0.99728
C 1.91871 0.91058 0.61897
N 1.96302 0.14993 -0.50287
N 0.66923 0.69365 1.20887
Si 0.02129 1.66261 2.58105
C -1.83038 1.46054 2.56521
C 0.73228 0.95524 4.14028
C 0.46216 3.45670 2.37851
H 2.55546 -0.02972 -3.41254
H 2.39615 -1.51709 -2.48668
H 3.99978 -0.88797 -2.89280
H 4.93501 1.04582 -1.68775
H 4.92018 2.37224 0.40170
H 2.93024 2.30417 1.90232
H -2.14304 0.49083 2.95734
H -2.25935 1.60363 1.57264
H -2.26779 2.22352 3.21217
H 0.40932 -0.07448 4.30490
H 0.37596 1.54904 4.98602
H 1.82326 0.98080 4.16155
H 0.41045 3.80462 1.34518
H 1.44992 3.70173 2.76994
H -0.25624 4.04296 2.95616
S 4.03145 -6.03940 -1.77479
C 2.94834 -4.89019 -1.41935
S 1.70098 -4.42246 -2.56000
C 1.08428 -3.29023 -1.43072
N 1.73531 -3.24989 -0.29364
N 2.75187 -4.11152 -0.25767
C 3.47620 -4.16593 0.98731
C 2.90762 -3.52081 2.08877
C 3.56901 -3.52764 3.30091
C 4.79056 -4.17672 3.43697
C 5.34434 -4.81413 2.34045
C 4.70183 -4.81238 1.11063
S -0.24210 -2.24786 -1.69420
H 1.95265 -3.03151 1.99204
H 3.13386 -3.01966 4.15203
H 5.30474 -4.17884 4.38793
H 6.29577 -5.31991 2.42911
H 5.16738 -5.29694 0.27324

Entry 7:
74
Properties=species:S:1:pos:R:3 method="wB97M-V/def2-TZVPD" charge=0 orbital_gap_ha=0.2326 lumo_ha=-0.048 homo_energy_ha=-0.28067
Ta -0.77691 -1.46948 -0.47496
Se -2.19749 -3.42722 -1.43201
Se -4.49874 -2.84423 -1.34914
Te -4.17923 -0.91885 -2.87851
Se -2.55240 0.15839 -1.28834
O 1.94904 0.41501 1.77735
C 0.81875 0.63751 1.40995
O 0.28670 -0.08832 0.43465
C -0.00665 1.74803 2.01084
P -1.35958 2.41078 0.94632
C -0.44053 3.17228 -0.44145
C -1.21223 3.75503 -1.44892
C -0.62059 4.28693 -2.58123
C 0.75825 4.22925 -2.73848
C 1.53614 3.65273 -1.74837
C 0.94198 3.13155 -0.60516
C -1.77294 3.87966 1.95748
C -0.97394 5.02046 2.00976
C -1.32774 6.08731 2.81916
C -2.48161 6.02319 3.59032
C -3.28394 4.89373 3.54404
C -2.93410 3.82904 2.72432
H 0.68382 2.51244 2.36827
H -0.50599 1.34767 2.89850
H -2.29209 3.77948 -1.34827
H -1.23720 4.73659 -3.34926
H 1.22126 4.63866 -3.62749
H 2.61333 3.61171 -1.85594
H 1.58452 2.71331 0.15932
H -0.07623 5.07739 1.40474
H -0.70412 6.97192 2.84881
H -2.75645 6.85766 4.22278
H -4.18785 4.84242 4.13733
H -3.57056 2.95295 2.67224
N 2.58780 -0.64954 -1.12478
C 1.85351 -0.36328 -2.22625
C 2.53097 0.14180 -3.35971
C 1.85676 0.36035 -4.52476
C 0.49130 0.06262 -4.57559
C -0.10733 -0.40551 -3.44337
N 0.52452 -0.61131 -2.25649
H 3.52397 -0.28299 -1.10859
H 2.13686 -0.66205 -0.21826
H 3.59085 0.34291 -3.27621
H 2.37512 0.75126 -5.39080
H -0.09360 0.19007 -5.47423
H -1.15579 -0.67177 -3.46117
C 0.52902 -2.51488 3.12783
N 0.89620 -2.75036 1.73531
C 2.36168 -2.71016 1.64618
C 0.42375 -4.05887 1.28604
C 0.76109 -4.23908 -0.16861
C 1.43886 -5.38510 -0.55807
C 1.77467 -5.60037 -1.88519
C 1.41874 -4.65503 -2.83006
C 0.74281 -3.50947 -2.44015
C 0.40854 -3.24016 -1.10288
H 0.86249 -1.52284 3.43084
H 0.99726 -3.25552 3.79083
H -0.54563 -2.58953 3.27022
H 2.71753 -1.74400 1.99527
H 2.68817 -2.86998 0.62114
H 2.80816 -3.49803 2.27118
H -0.65953 -4.10876 1.43363
H 0.86773 -4.86687 1.88670
H 1.70379 -6.12062 0.19271
H 2.30235 -6.49982 -2.17613
H 1.65167 -4.81101 -3.87593
H 0.44909 -2.82261 -3.22148
N -2.72896 -4.15061 4.75123
C -2.93069 -3.32595 3.96810
N -3.20221 -2.35536 3.10854
C -2.46449 -2.01794 2.16056
N -1.83172 -1.60463 1.25378

no.,molar mass (g/mol),F_max (eV/Å),calculated total energy (eV)
1,637.38,2.42,-99537.9403
2,842.52,5.15,-111834.9661
3,855.81,1.97,-86697.6705
4,580.45,0.29,-81628.6069
5,464.59,2.02,-40155.2788
6,821.13,1.12,-87470.4400
7,1083.01,0.59,-258808.3788